The following is a DFT calculation (ωB97M-V/def2-TZVPD) of a 5-piece molecular cluster, C33H41BBrF32O7S overall at a distorted geometry.

The total energy is -8001.5363 hartree. The value obtained for the HOMO energy is -5.48 eV. As for the net charge: -1. The spin multiplicity is 1.

Each line ends with the Mulliken charge.
Positions of all 116 atoms, in Å:
C  -0.40  -0.81  1.59  -0.789
C  -0.80  -1.92  1.79  -0.177
B  -1.20  -3.49  1.84  0.304
C  -2.41  -3.64  2.98  -0.456
C  -3.52  -2.56  2.88  -0.976
C  -3.42  -1.44  3.95  -0.845
C  -3.51  0.00  3.39  -0.912
S  -2.53  1.22  4.23  1.334
O  -2.21  2.28  3.31  -0.652
O  -3.20  1.63  5.43  -0.672
O  -1.18  0.52  4.61  -0.523
C  -1.85  -4.00  0.41  -0.903
C  -1.36  -3.43  -0.93  0.025
C  0.13  -3.26  -1.08  -1.149
Br  -2.31  -1.77  -1.41  -0.252
C  0.15  -4.31  2.33  1.015
C  1.01  -3.49  3.31  -1.786
C  -0.15  -5.66  3.01  -0.304
C  -0.59  -6.78  2.07  -1.740
H  0.00  0.17  1.68  0.692
H  -2.00  -3.63  3.99  0.149
H  -2.90  -4.60  2.80  0.150
H  -3.56  -2.14  1.88  0.434
H  -4.48  -3.05  3.02  0.391
H  -4.22  -1.59  4.66  0.500
H  -2.49  -1.60  4.49  0.478
H  -4.53  0.35  3.49  0.433
H  -3.18  0.02  2.36  0.375
H  -1.10  -0.35  4.17  0.278
H  -1.73  -5.08  0.32  0.094
H  -2.93  -3.84  0.42  0.499
H  -1.68  -4.11  -1.71  0.607
H  0.65  -4.17  -0.79  0.331
H  0.36  -3.09  -2.13  0.479
H  0.50  -2.39  -0.53  0.057
H  0.82  -4.55  1.50  0.156
H  0.39  -2.99  4.06  0.044
H  1.61  -2.77  2.76  0.297
H  1.72  -4.14  3.82  0.497
H  0.79  -6.01  3.45  0.510
H  -0.85  -5.57  3.83  0.052
H  0.14  -6.92  1.27  0.290
H  -1.59  -6.63  1.68  0.229
H  -0.62  -7.71  2.64  0.479
C  -0.12  2.96  -1.01  -0.921
C  0.39  1.63  -1.59  0.840
C  1.87  1.28  -1.44  0.241
F  2.67  2.20  -2.05  -0.254
F  2.11  0.09  -2.02  -0.226
F  0.02  1.52  -2.89  -0.261
F  -0.26  0.67  -0.89  -0.154
O  -0.27  4.07  -1.89  -0.386
C  0.75  4.92  -2.19  0.564
C  1.16  4.86  -3.67  0.284
F  1.50  3.59  -3.99  -0.183
F  2.25  5.64  -3.87  -0.282
F  1.81  4.76  -1.38  -0.314
F  0.28  6.18  -1.95  -0.266
H  -1.14  2.74  -0.70  0.425
H  0.42  3.24  -0.11  0.355
H  2.15  1.22  -0.38  0.260
H  0.36  5.18  -4.33  0.238
C  1.45  -7.18  8.29  -0.880
C  0.92  -6.35  7.11  1.146
C  0.20  -5.04  7.42  -0.071
F  -0.90  -5.24  8.17  -0.240
F  -0.18  -4.47  6.25  -0.146
F  0.16  -7.13  6.31  -0.262
F  2.03  -5.99  6.40  -0.341
O  0.67  -8.28  8.75  -0.403
C  -0.34  -8.14  9.67  0.812
C  -1.71  -8.48  9.08  0.177
F  -1.98  -7.73  8.00  -0.190
F  -2.65  -8.22  10.02  -0.265
F  -0.32  -6.93  10.26  -0.290
F  -0.11  -9.05  10.64  -0.313
H  2.34  -7.66  7.90  0.384
H  1.77  -6.55  9.11  0.344
H  0.87  -4.35  7.94  0.258
H  -1.75  -9.53  8.81  0.233
C  4.71  1.63  -8.33  -0.755
C  5.77  0.63  -7.83  0.918
C  5.47  -0.86  -7.97  0.072
F  4.37  -1.22  -7.29  -0.198
F  6.52  -1.56  -7.48  -0.270
F  6.11  0.92  -6.56  -0.259
F  6.87  0.84  -8.61  -0.334
O  3.83  2.21  -7.39  -0.352
C  2.65  1.61  -7.02  0.685
C  2.64  1.22  -5.54  0.676
F  3.69  0.43  -5.24  -0.272
F  1.51  0.54  -5.27  -0.267
F  2.35  0.57  -7.82  -0.297
F  1.67  2.53  -7.18  -0.294
H  5.30  2.48  -8.68  0.391
H  4.18  1.25  -9.20  0.323
H  5.34  -1.13  -9.03  0.269
H  2.69  2.12  -4.91  -0.001
C  -2.68  9.72  -3.38  -0.861
C  -1.86  8.55  -3.95  0.921
C  -0.33  8.61  -3.80  0.073
F  0.19  9.68  -4.43  -0.233
F  0.19  7.50  -4.36  -0.206
F  -2.19  8.33  -5.24  -0.291
F  -2.24  7.46  -3.24  -0.285
O  -3.12  10.74  -4.27  -0.398
C  -2.34  11.82  -4.60  0.815
C  -1.96  11.84  -6.08  0.189
F  -1.34  10.70  -6.44  -0.204
F  -1.12  12.87  -6.30  -0.259
F  -1.26  11.92  -3.80  -0.292
F  -3.09  12.92  -4.39  -0.306
H  -3.61  9.26  -3.06  0.440
H  -2.22  10.14  -2.49  0.332
H  -0.04  8.64  -2.75  0.336
H  -2.86  11.96  -6.69  0.238



The following is a DFT calculation (ωB97M-V/def2-TZVPD) of an isolated molecule of C16H21ClN4O3S at a distorted geometry.

The total energy is -1925.3002 hartree. The SMILES is CC(C)Oc1ccc(-c2nnc(NCCNCCC(=O)O)s2)cc1Cl. The value obtained for the HOMO energy is -8.17 eV. The energy above the lowest of the compared OMol25 structures with the same formula, charge and spin is 0.0 kJ/mol. The spin multiplicity is 1.

Each line ends with the natural charge from an NBO analysis.
Positions of all 46 atoms, in Å:
O  0.04  -4.33  -3.62  -0.598
Cl  2.69  -0.90  3.65  -0.020
N  -1.05  2.19  -0.62  -0.231
N  -2.08  1.77  -1.42  -0.328
O  -1.32  -6.00  -4.14  -0.669
O  4.13  1.76  3.22  -0.516
S  -2.18  0.16  0.58  0.345
C  -1.07  -4.81  -3.67  0.801
C  -0.88  1.30  0.38  -0.008
C  -2.75  0.78  -0.95  0.218
C  2.56  2.46  1.53  -0.252
C  1.36  2.47  0.96  -0.177
C  0.88  0.43  1.93  -0.235
C  2.06  0.47  2.67  -0.031
C  2.94  1.61  2.57  0.296
C  0.45  1.45  1.15  -0.058
N  -3.65  0.17  -1.76  -0.617
N  -3.64  -2.25  -3.49  -0.652
C  2.75  2.85  5.12  -0.653
C  5.30  2.47  5.02  -0.636
C  -2.33  -4.19  -3.12  -0.516
C  -2.24  -2.77  -3.39  -0.210
C  -3.14  0.12  -3.23  -0.225
C  -4.01  -0.97  -4.03  -0.229
C  4.05  2.79  4.22  0.112
H  -0.55  -6.45  -4.45  0.496
H  3.27  3.27  1.40  0.222
H  1.08  3.19  0.26  0.237
H  0.14  -0.39  2.10  0.223
H  -3.99  -0.69  -1.38  0.392
H  -4.20  -3.01  -3.91  0.352
H  1.74  3.09  4.54  0.226
H  2.54  1.96  5.65  0.218
H  3.10  3.58  5.89  0.224
H  5.29  2.78  6.08  0.209
H  6.06  2.97  4.49  0.216
H  5.63  1.42  5.05  0.234
H  -3.23  -4.56  -3.68  0.219
H  -2.34  -4.42  -2.10  0.243
H  -1.71  -2.63  -4.38  0.169
H  -1.64  -2.19  -2.69  0.211
H  -3.39  1.14  -3.68  0.227
H  -2.01  -0.02  -3.24  0.216
H  -5.13  -0.91  -4.12  0.219
H  -3.65  -1.01  -5.05  0.170
H  4.14  3.83  3.66  0.169



The following is a DFT calculation (ωB97M-V/def2-TZVPD) of a 5-piece molecular cluster, C17H36NO16S3 overall at a distorted geometry.

The total energy is -3121.7622 hartree. The value obtained for the HOMO energy is -5.05 eV. The energy above the lowest of the compared OMol25 structures with the same formula, charge and spin is 1831.3 kJ/mol. As for the net charge: -1. The spin multiplicity is 1.

Each line ends with the Mulliken charge.
Positions of all 73 atoms, in Å:
N  -0.67  -0.13  0.90  0.328
O  -1.46  -0.90  0.34  -0.359
O  0.53  -0.37  1.15  0.256
O  -1.19  0.91  1.27  -0.709
O  -2.27  -2.46  -1.06  -0.566
C  -2.06  -1.52  -1.88  0.464
O  -1.76  -1.74  -3.24  -0.451
C  -1.89  -0.60  -4.02  -0.562
C  -2.09  0.58  -3.08  -0.586
C  -2.07  0.00  -1.59  1.789
H  -2.68  -0.68  -4.77  0.294
H  -0.91  -0.59  -4.50  0.282
H  -2.97  1.17  -3.34  0.001
H  -1.27  1.30  -3.05  0.282
H  -3.00  0.16  -1.05  -0.140
H  -1.16  0.34  -1.09  -0.922
O  4.52  2.99  -0.67  -0.644
C  3.44  2.43  -0.55  0.186
O  3.37  1.10  -0.11  -0.339
C  1.99  0.83  0.10  1.386
C  1.20  2.04  -0.25  -0.102
C  2.11  3.07  -0.86  -0.295
H  1.71  0.68  1.15  -1.348
H  1.70  -0.05  -0.46  0.090
H  0.63  2.40  0.61  0.197
H  0.36  1.73  -0.87  -0.507
H  2.11  4.02  -0.32  0.220
H  1.86  3.06  -1.92  0.317
O  2.52  -0.96  5.27  -0.649
S  2.82  0.00  4.20  1.139
O  3.63  1.19  4.42  -0.642
O  3.46  -0.91  2.85  -0.390
C  4.07  -0.19  1.80  -0.370
C  5.02  -1.06  1.07  -1.476
C  1.16  0.46  3.37  -0.524
H  4.71  0.58  2.23  0.720
H  3.45  0.28  1.05  0.587
H  4.40  -1.84  0.62  0.464
H  5.53  -1.53  1.92  0.414
H  5.67  -0.60  0.34  0.224
H  0.50  0.97  4.07  0.576
H  0.73  -0.38  2.83  -0.111
H  1.30  1.11  2.51  0.192
O  -5.56  0.37  0.87  -0.774
S  -4.11  0.27  0.76  1.223
O  -3.43  -0.97  0.48  -0.213
O  -3.65  1.33  -0.44  -0.333
C  -4.03  2.69  -0.42  -0.445
C  -4.36  3.10  -1.92  -1.239
C  -3.37  0.99  2.27  -0.842
H  -3.14  3.12  0.02  0.331
H  -4.92  2.89  0.19  0.373
H  -4.76  2.33  -2.58  0.338
H  -3.57  3.66  -2.41  0.304
H  -5.30  3.66  -1.84  0.390
H  -2.38  0.56  2.46  0.166
H  -3.87  0.58  3.14  0.465
H  -3.36  2.08  2.28  0.357
O  -0.26  -5.49  -0.99  -0.737
S  -0.32  -4.05  -0.80  1.051
O  -1.40  -3.39  -0.08  -0.280
O  1.19  -3.49  -0.29  -0.575
C  1.26  -2.34  0.39  0.730
C  2.70  -2.13  0.75  0.415
C  -0.31  -3.27  -2.45  -0.868
H  0.72  -2.39  1.34  0.411
H  0.85  -1.60  -0.30  -0.752
H  3.32  -1.87  -0.10  0.349
H  3.05  -2.99  1.32  0.423
H  2.76  -1.18  1.28  -0.881
H  0.54  -3.73  -2.96  0.463
H  -0.08  -2.20  -2.38  0.046
H  -1.23  -3.44  -2.99  0.388